{"formula": "C3H7NO2", "method": "wB97M-V/def2-TZVPD", "symbols": ["C", "C", "O", "N", "C", "O", "H", "H", "H", "H", "H", "H", "H"], "xyz": [[0.76550, 0.05757, -1.12806], [-0.00600, 0.67121, 0.04930], [-1.14077, 1.39469, -0.22407], [-0.65830, -0.53706, 0.80975], [0.02082, -1.05432, 1.87492], [1.02276, -0.56953, 2.38065], [0.92740, -1.06859, -1.09087], [0.45461, 0.52069, -2.00031], [1.78064, 0.47582, -1.17725], [0.70039, 1.11292, 0.79749], [-0.87223, 2.27465, -0.51495], [-1.54923, -0.87630, 0.28476], [-0.55345, -1.89420, 2.26726]], "atomic_forces_ev_per_a": [[1.99, -0.26, 1.37], [0.02, -3.77, 2.47], [-0.10, 1.40, -0.87], [0.31, 1.53, -2.01], [-1.16, 0.60, -0.27], [-0.52, -0.56, -0.58], [-0.80, 1.59, -0.34], [-1.53, -0.10, -2.22], [0.19, -0.22, 0.74], [-0.82, -0.03, -0.63], [-0.24, 0.00, -0.04], [2.37, 0.35, 1.90], [0.29, -0.53, 0.47]], "mulliken_charge": [-1.0697, 0.1247, -0.5124, -0.2301, 0.0472, -0.5674, 0.2687, 0.3791, 0.3099, 0.3249, 0.3296, 0.2513, 0.3442], "largest_force_ev_per_a": 4.51, "e_lumo_ha": 0.0258, "de_lowest_kcal_mol": 43.7, "e_tot_ev": -8808.63426}